Record 1
ORCA calculation (the ωB97M-V functional and the def2-TZVPD basis) on a molecular structure, C34H33Br6N7O14 at a distorted geometry.

The geometry in XYZ format:
```
94
C34H33Br6N7O14 (the ωB97M-V functional and the def2-TZVPD basis)
C -1.221 1.000 -2.756
N -1.445 0.418 -4.023
O -1.309 1.066 -5.038
O -1.833 -0.758 -3.921
H -2.093 0.641 -2.210
H -1.022 2.072 -2.766
H -0.375 0.460 -2.332
C 0.026 -0.021 -0.328
N -0.749 0.727 0.711
O -1.498 1.580 0.374
O -0.547 0.408 1.912
H 0.691 0.769 -0.677
H -0.665 -0.338 -1.109
H 0.492 -0.843 0.214
C -4.116 -4.596 -0.387
C -4.171 -3.717 -1.535
C -3.396 -2.547 -1.513
C -2.828 -2.130 -0.322
C -2.872 -2.986 0.810
C -3.452 -4.250 0.846
N -1.945 -0.945 -0.242
O -1.348 -0.756 0.759
O -1.879 -0.141 -1.179
H -4.718 -5.491 -0.335
H -4.665 -3.966 -2.462
H -3.249 -2.001 -2.432
H -2.282 -2.692 1.666
H -3.428 -4.910 1.700
C 2.250 0.049 -3.050
C 2.080 -0.488 -1.790
C 1.084 -1.444 -1.583
C 0.294 -1.859 -2.642
C 0.402 -1.265 -3.906
C 1.526 -0.420 -4.118
N -0.691 -2.911 -2.289
O -0.574 -3.594 -1.207
O -1.428 -3.360 -3.172
H 3.040 0.753 -3.263
H 2.779 -0.137 -1.045
H 0.915 -1.810 -0.581
H -0.185 -1.471 -4.789
H 1.713 -0.083 -5.127
C 5.876 0.825 -2.073
C 5.555 0.144 -0.868
C 4.231 0.286 -0.377
C 3.307 1.077 -1.077
C 3.609 1.634 -2.318
C 4.932 1.493 -2.808
N 1.959 1.265 -0.527
O 1.055 1.771 -1.205
O 1.749 0.896 0.618
H 6.923 0.923 -2.322
H 6.274 -0.379 -0.255
H 4.122 -0.315 0.513
H 2.896 2.165 -2.931
H 5.245 2.029 -3.691
C 0.000 3.207 2.898
C -0.126 3.001 1.547
C 0.371 3.863 0.666
C 1.388 4.789 1.075
C 1.576 4.996 2.500
C 0.823 4.201 3.372
N 1.978 5.861 0.251
O 1.826 5.815 -0.934
O 2.554 6.904 0.663
H -0.399 2.427 3.530
H -0.864 2.300 1.186
H 0.095 3.752 -0.372
H 2.268 5.729 2.890
H 0.847 4.314 4.446
C 0.037 -2.479 1.927
C -0.481 -1.500 2.734
C -1.649 -1.634 3.539
C -2.155 -2.923 3.720
C -1.675 -3.907 2.880
C -0.619 -3.696 1.972
N -3.386 -3.158 4.498
O -3.784 -4.237 4.884
O -3.908 -2.207 4.876
H 0.787 -2.209 1.199
H -0.124 -0.484 2.651
H -2.214 -0.847 4.017
H -2.258 -4.807 2.749
H -0.455 -4.424 1.191
C 2.117 -0.350 2.540
Br 1.874 -1.993 3.509
Br 3.904 0.084 2.141
Br 1.209 1.048 3.521
H 1.546 -0.406 1.614
C -3.162 3.312 0.788
Br -5.111 2.867 1.033
Br -2.224 3.483 2.538
Br -2.935 5.067 -0.141
H -2.712 2.416 0.361
```

## Properties
Frontier orbital gap ... 5.35 eV
LUMO level ... -2.4 eV
Highest occupied orbital energy ... -7.7 eV
Multiplicity ... 1
Net charge ... 0

Record 2
ORCA calculation (the ωB97M-V functional and the def2-TZVPD basis) on a molecular structure, C34H33ClFeN7OS.

The geometry in XYZ format:
```
78
C34H33ClFeN7OS (the ωB97M-V functional and the def2-TZVPD basis)
Fe -0.102 0.971 0.846
Cl 5.253 5.806 1.657
C 4.115 4.585 1.223
C 4.568 3.331 0.800
C 3.676 2.345 0.439
C 2.292 2.568 0.492
O 1.463 1.639 0.043
C 1.852 3.825 0.947
C 0.442 4.074 1.023
N -0.412 3.117 1.043
C -1.794 3.388 1.002
C -2.481 4.367 1.664
C -3.859 4.551 1.399
C -4.495 3.816 0.438
C -3.790 2.813 -0.276
C -4.303 2.106 -1.389
C -3.480 1.256 -2.069
C -2.185 0.998 -1.576
N -1.705 1.560 -0.487
C -2.464 2.548 0.086
C 2.766 4.835 1.284
H 5.633 3.145 0.750
H 4.039 1.387 0.088
H 0.095 5.109 1.046
H -1.973 5.021 2.364
H -4.399 5.318 1.936
H -5.532 4.006 0.196
H -5.321 2.280 -1.716
H -3.805 0.753 -2.969
H -1.547 0.301 -2.098
H 2.407 5.805 1.605
C -1.236 0.865 3.988
C -2.248 0.361 2.981
N -1.559 -0.293 1.833
C -1.015 -1.631 2.205
C 0.402 -1.614 2.774
S 1.464 -0.301 2.080
C 1.895 0.630 3.584
C 1.039 1.879 3.785
N -0.306 1.706 3.240
H -0.703 0.051 4.473
H -1.750 1.413 4.782
H -2.811 1.208 2.583
H -2.958 -0.333 3.437
H -2.292 -0.458 1.149
H -1.018 -2.250 1.314
H -1.682 -2.114 2.923
H 0.884 -2.565 2.552
H 0.415 -1.500 3.853
H 2.946 0.900 3.497
H 1.812 -0.076 4.410
H 1.491 2.709 3.245
H 1.039 2.139 4.848
H -0.723 2.622 3.151
N 2.008 -4.206 -3.832
C 1.757 -5.336 -4.575
C 2.555 -6.094 -5.433
C 1.954 -7.185 -6.014
C 0.606 -7.523 -5.760
C -0.175 -6.774 -4.917
C 0.416 -5.655 -4.313
N -0.125 -4.741 -3.440
C 0.843 -3.898 -3.180
C 0.664 -2.773 -2.281
C -0.599 -2.559 -1.714
C -0.785 -1.503 -0.865
N 0.184 -0.629 -0.513
C 1.392 -0.835 -1.063
C 1.664 -1.870 -1.935
H 2.874 -3.696 -3.813
H 3.588 -5.844 -5.633
H 2.529 -7.807 -6.686
H 0.187 -8.394 -6.246
H -1.208 -7.026 -4.717
H -1.413 -3.226 -1.959
H -1.776 -1.327 -0.474
H 2.151 -0.120 -0.792
H 2.669 -1.948 -2.327
```

## Properties
Frontier orbital gap (spin up / spin down) ... 5.99 / 6.45 eV
LUMO level (spin up / spin down) ... -6.5 / -6.0 eV
Highest occupied orbital energy (spin up / spin down) ... -12.5 / -12.5 eV
Multiplicity ... 2
Net charge ... +2

Record 3
ORCA calculation (the ωB97M-V functional and the def2-TZVPD basis) on a molecular structure, C34H33CsN8OPS2 at a distorted geometry.

The geometry in XYZ format:
```
80
C34H33CsN8OPS2 (the ωB97M-V functional and the def2-TZVPD basis)
Cs -1.109 0.669 0.628
C -1.683 3.075 -3.579
C -0.540 3.164 -2.601
N -0.616 3.730 -1.466
N -1.891 4.121 -1.110
C -2.112 5.107 -0.213
N -3.447 5.239 0.062
S -0.962 6.138 0.416
C 0.828 2.655 -2.947
C 1.266 2.673 -4.267
C 2.555 2.265 -4.559
C 3.377 1.855 -3.524
C 2.858 1.872 -2.239
N 1.615 2.249 -1.943
H -2.476 2.448 -3.170
H -2.081 4.077 -3.772
H -1.381 2.610 -4.515
H -2.652 3.492 -1.352
H -4.055 4.448 -0.090
H -3.643 5.809 0.864
H 0.610 3.019 -5.055
H 2.915 2.277 -5.581
H 4.394 1.528 -3.704
H 3.471 1.555 -1.401
N -3.645 -1.387 -2.456
C -3.076 -0.254 -1.861
S -1.447 0.097 -2.340
N -3.869 0.333 -1.005
N -3.604 1.596 -0.516
C -3.747 1.751 0.753
C -3.981 0.734 1.804
C -5.128 -0.065 1.810
C -5.394 -0.950 2.840
C -4.478 -1.033 3.901
C -3.324 -0.278 3.908
C -3.001 0.630 2.850
O -1.888 1.267 2.803
H -2.963 -2.055 -2.772
H -4.421 -1.769 -1.937
H -3.565 2.763 1.108
H -5.822 0.026 0.983
H -6.295 -1.549 2.835
H -4.676 -1.707 4.728
H -2.614 -0.349 4.726
N 2.079 1.170 1.797
C 3.124 0.305 2.083
C 3.988 0.556 3.153
C 5.014 -0.324 3.449
C 5.203 -1.472 2.690
C 4.330 -1.738 1.642
C 3.279 -0.880 1.332
P 2.041 -1.168 0.006
C 0.641 -1.856 0.975
C -0.436 -2.341 0.224
C -1.579 -2.810 0.851
C -1.668 -2.787 2.240
C -0.599 -2.318 2.990
C 0.554 -1.854 2.363
C 2.697 -2.690 -0.782
C 2.511 -3.976 -0.277
C 3.049 -5.076 -0.932
C 3.780 -4.906 -2.102
C 3.968 -3.631 -2.618
C 3.422 -2.533 -1.964
H 2.066 2.058 2.269
H 1.776 1.214 0.835
H 3.850 1.456 3.742
H 5.676 -0.107 4.279
H 6.013 -2.155 2.915
H 4.462 -2.642 1.058
H -0.377 -2.315 -0.859
H -2.412 -3.169 0.259
H -2.574 -3.115 2.731
H -0.667 -2.299 4.072
H 1.379 -1.487 2.961
H 1.942 -4.115 0.635
H 2.896 -6.071 -0.528
H 4.192 -5.767 -2.615
H 4.526 -3.492 -3.537
H 3.545 -1.538 -2.380
```

## Properties
Frontier orbital gap ... 6.31 eV
LUMO level ... 2.1 eV
Highest occupied orbital energy ... -4.2 eV
Multiplicity ... 1
Net charge ... -1

Record 4
ORCA calculation (the ωB97M-V functional and the def2-TZVPD basis) on a molecular structure, C34H33INNaO2PS.

The geometry in XYZ format:
```
74
C34H33INNaO2PS (the ωB97M-V functional and the def2-TZVPD basis)
Na -0.261 0.947 0.878
I -1.459 -1.083 -1.140
C -0.455 -2.269 -2.559
C -1.365 -2.880 -3.382
C -0.976 -3.764 -4.405
C 0.343 -4.026 -4.569
C 1.317 -3.416 -3.740
C 2.665 -3.769 -3.977
C 3.660 -3.240 -3.218
C 3.325 -2.320 -2.217
C 2.041 -1.915 -1.935
P 1.937 -0.547 -0.615
C 2.891 -1.458 0.670
C 2.661 -2.827 0.833
C 3.294 -3.545 1.836
C 4.171 -2.907 2.702
C 4.385 -1.544 2.569
C 3.744 -0.820 1.572
C 3.088 0.547 -1.532
C 4.439 0.733 -1.264
C 5.178 1.666 -1.978
C 4.575 2.432 -2.963
C 3.228 2.248 -3.245
C 2.493 1.314 -2.534
C 0.964 -2.490 -2.702
H -2.418 -2.683 -3.239
H -1.727 -4.226 -5.032
H 0.685 -4.711 -5.335
H 2.877 -4.473 -4.773
H 4.696 -3.508 -3.383
H 4.137 -1.905 -1.633
H 1.980 -3.345 0.170
H 3.103 -4.606 1.934
H 4.676 -3.468 3.479
H 5.051 -1.027 3.249
H 3.902 0.247 1.500
H 4.921 0.165 -0.480
H 6.223 1.814 -1.738
H 5.147 3.180 -3.498
H 2.745 2.843 -4.010
H 1.438 1.180 -2.753
O 3.974 2.929 1.398
S 2.514 2.832 1.198
N 1.876 1.529 0.988
C -5.093 2.094 -1.120
C -4.590 1.008 -0.168
C -5.394 -0.280 -0.344
C -4.569 1.489 1.265
C -5.756 1.793 1.916
C -5.775 2.267 3.219
C -4.558 2.454 3.863
C -3.345 2.165 3.257
C -2.062 2.406 4.028
C -1.322 1.100 4.331
C -1.155 3.429 3.340
C -3.320 1.640 1.929
O -2.202 1.310 1.352
H -5.020 1.770 -2.162
H -4.510 3.009 -1.004
H -6.139 2.338 -0.915
H -3.552 0.799 -0.430
H -6.460 -0.106 -0.170
H -5.063 -1.045 0.360
H -5.280 -0.677 -1.357
H -6.695 1.659 1.386
H -6.709 2.490 3.718
H -4.545 2.840 4.879
H -2.356 2.839 4.992
H -1.158 0.529 3.417
H -1.911 0.473 5.004
H -0.354 1.293 4.799
H -0.926 3.127 2.319
H -0.214 3.549 3.882
H -1.648 4.402 3.291
```

## Properties
Frontier orbital gap ... 6.33 eV
LUMO level ... 2.1 eV
Highest occupied orbital energy ... -4.2 eV
Multiplicity ... 1
Net charge ... -1

Record 5
ORCA calculation (the ωB97M-V functional and the def2-TZVPD basis) on a molecular structure, C34H33N6O6P2Sr at a distorted geometry.

The geometry in XYZ format:
```
82
C34H33N6O6P2Sr (the ωB97M-V functional and the def2-TZVPD basis)
Sr 1.209 -1.176 0.812
O 4.051 -1.342 -3.462
C 3.303 -1.370 -2.357
O 3.034 -0.397 -1.695
C 2.835 -2.758 -2.004
C 3.169 -3.898 -2.697
C 2.712 -5.119 -2.196
C 1.958 -5.150 -1.035
C 1.634 -3.940 -0.432
N 2.069 -2.774 -0.916
C 0.836 -3.790 0.861
O 1.253 -4.423 1.834
O -0.096 -2.916 0.791
H 4.299 -0.421 -3.626
H 3.764 -3.838 -3.597
H 2.961 -6.041 -2.710
H 1.614 -6.078 -0.595
N 4.111 -2.831 1.363
N 4.276 -2.839 2.754
C 3.237 -2.496 3.530
N 3.299 -2.800 4.818
N 2.247 -1.837 2.896
N 1.086 -1.575 3.585
O 0.955 -1.675 4.808
O 0.168 -1.182 2.847
H 3.723 -3.723 1.074
H 5.013 -2.682 0.937
H 4.980 -3.431 3.158
H 4.013 -3.413 5.168
H 2.520 -2.537 5.396
C -2.237 1.282 -0.397
C -1.833 0.645 0.944
P -0.296 1.365 1.806
C -1.067 1.826 3.404
C -0.431 1.483 4.591
C -0.998 1.796 5.822
C -2.210 2.464 5.875
C -2.860 2.816 4.693
C -2.295 2.493 3.470
C 0.085 2.974 1.001
C -0.366 4.224 1.423
C 0.089 5.388 0.811
C 1.013 5.326 -0.224
C 1.498 4.093 -0.636
C 1.047 2.935 -0.019
P -1.197 0.650 -1.790
C -2.165 -0.821 -2.296
C -1.452 -1.962 -2.651
C -2.101 -3.120 -3.071
C -3.485 -3.141 -3.140
C -4.213 -2.003 -2.804
C -3.558 -0.852 -2.392
C -1.567 1.856 -3.126
C -1.370 3.218 -2.879
C -1.644 4.163 -3.860
C -2.107 3.761 -5.107
C -2.279 2.410 -5.372
C -2.007 1.461 -4.390
H -2.152 2.365 -0.346
H -3.273 1.053 -0.634
H -1.693 -0.436 0.810
H -2.632 0.739 1.666
H 0.517 0.956 4.564
H -0.492 1.509 6.740
H -2.653 2.710 6.833
H -3.809 3.335 4.728
H -2.820 2.765 2.560
H -1.069 4.308 2.242
H -0.276 6.348 1.158
H 1.369 6.236 -0.693
H 2.234 4.031 -1.432
H 1.460 1.989 -0.337
H -0.375 -1.927 -2.616
H -1.527 -4.000 -3.344
H -4.002 -4.039 -3.464
H -5.295 -2.013 -2.871
H -4.141 0.032 -2.159
H -0.997 3.551 -1.917
H -1.495 5.216 -3.647
H -2.333 4.500 -5.869
H -2.631 2.087 -6.347
H -2.144 0.409 -4.616
```

## Properties
Frontier orbital gap ... 7.44 eV
LUMO level ... -2.8 eV
Highest occupied orbital energy ... -10.3 eV
Multiplicity ... 1
Net charge ... +1

Record 6
ORCA calculation (the ωB97M-V functional and the def2-TZVPD basis) on 6 unconnected molecules or ions with the total composition C34H33NO13P2.

The geometry in XYZ format:
```
83
C34H33NO13P2 (the ωB97M-V functional and the def2-TZVPD basis)
O 5.618 1.416 3.322
C 5.704 2.048 2.290
C 6.307 3.407 2.274
C 6.397 4.107 1.147
C 5.902 3.559 -0.144
O 5.989 4.202 -1.168
C 5.304 2.202 -0.126
C 5.211 1.502 1.002
H 6.658 3.783 3.227
H 6.828 5.100 1.106
H 4.948 1.808 -1.070
H 4.776 0.512 1.018
O 0.751 -0.453 2.444
C 0.764 0.694 2.051
C -0.096 1.733 2.674
C -0.074 2.992 2.247
C 0.817 3.406 1.133
O 0.837 4.558 0.747
C 1.671 2.370 0.507
C 1.650 1.109 0.931
H -0.736 1.400 3.481
H -0.703 3.765 2.669
H 2.310 2.702 -0.302
H 2.276 0.340 0.493
O -1.045 -13.233 -0.795
C -0.571 -12.132 -0.960
C 0.743 -11.949 -1.631
C 1.263 -10.739 -1.812
C 0.551 -9.521 -1.352
O 1.026 -8.416 -1.517
C -0.760 -9.700 -0.681
C -1.281 -10.910 -0.499
H 1.239 -12.855 -1.956
H 2.217 -10.577 -2.296
H -1.255 -8.794 -0.355
H -2.234 -11.071 -0.013
O -3.192 4.580 1.336
C -3.185 5.393 0.434
C -1.924 6.051 0.008
C -1.914 6.944 -0.978
C -3.161 7.319 -1.690
O -3.158 8.139 -2.584
C -4.422 6.656 -1.265
C -4.432 5.761 -0.280
H -1.033 5.750 0.544
H -1.008 7.437 -1.308
H -5.320 6.932 -1.801
H -5.339 5.263 0.039
O -9.889 9.999 1.992
C -9.376 9.206 1.234
C -9.077 7.814 1.661
C -8.514 6.944 0.828
C -8.161 7.328 -0.562
O -7.642 6.535 -1.320
C -8.458 8.717 -0.990
C -9.020 9.588 -0.158
H -9.344 7.563 2.679
H -8.286 5.924 1.112
H -8.186 8.969 -2.007
H -9.247 10.608 -0.442
N 3.309 -6.276 1.852
C 2.398 -6.338 0.705
C 3.105 -5.989 -0.609
C 2.239 -5.286 -1.666
C 1.336 -4.144 -1.182
P 2.004 -2.836 -0.061
P 3.501 -1.924 -1.346
O 3.840 -0.573 -0.871
O 4.812 -2.855 -1.509
O 2.849 -1.977 -2.815
H 2.828 -5.996 2.696
H 4.045 -5.599 1.694
H 2.022 -7.359 0.629
H 1.520 -5.699 0.848
H 3.472 -6.909 -1.066
H 4.007 -5.405 -0.380
H 1.611 -6.038 -2.145
H 2.894 -4.897 -2.453
H 0.440 -4.528 -0.694
H 0.981 -3.578 -2.047
H 2.959 -3.568 0.679
H 4.627 -3.788 -1.324
H 3.484 -2.224 -3.502
```

## Properties
Frontier orbital gap ... 7.64 eV
LUMO level ... -1.9 eV
Highest occupied orbital energy ... -9.5 eV
Multiplicity ... 1
Net charge ... 0
SMILES string ... O=C1C=CC(=O)C=C1.O=C1C=CC(=O)C=C1.O=C1C=CC(=O)C=C1.O=C1C=CC(=O)C=C1.O=C1C=CC(=O)C=C1.NCCCCPP(=O)(O)O

no.,DFT total energy (Eh)
1,-18193.900743
2,-3895.602998
3,-2986.641214
4,-2720.287135
5,-2808.660286
6,-3030.898723